The following is a quantum chemistry calculation of the molecule C7H10, from the Open Molecules 2025 dataset.

Last column: Mulliken charge in e.
CARTESIAN COORDINATES (ANGSTROEM)
1 C 0.7177 -2.2173 -0.8479  -0.708
2 C 0.8151 -0.8933 -0.7804  -0.542
3 C -0.0920 0.0113 -0.0043  1.016
4 C 0.6107 0.6611 1.1491  -0.569
5 C 0.9894 1.9343 1.1950  -0.711
6 C -1.5443 -0.3460 0.1518  -0.704
7 C -1.1425 0.7857 -0.7546  -0.675
8 H -0.0744 -2.7583 -0.3347  0.265
9 H 1.4305 -2.8092 -1.4158  0.266
10 H 1.6370 -0.3866 -1.2886  0.327
11 H 0.8552 -0.0061 1.9770  0.323
12 H 0.7816 2.6196 0.3757  0.276
13 H 1.5255 2.3368 2.0503  0.269
14 H -1.9025 -1.2632 -0.3079  0.285
15 H -2.0268 -0.0926 1.0921  0.294
16 H -1.2195 0.6243 -1.8265  0.294
17 H -1.3607 1.7996 -0.4301  0.294

SMILES string = C=CC1(C=C)CC1
gap between HOMO and LUMO = 10.58 eV

---

The following is a quantum chemistry calculation of a 5-piece molecular cluster, H11O5 overall at a distorted geometry, from the Open Molecules 2025 dataset.

Last column: Mulliken charge in e.
CARTESIAN COORDINATES (ANGSTROEM)
1 O -0.5495 0.2584 -0.2724  -0.317
2 H 0.2045 0.4274 -0.7404  0.414
3 H -0.5755 -0.5966 -0.0504  0.407
4 H -0.6805 0.9874 0.5716  0.494
5 O -0.5675 1.9014 2.0536  -0.662
6 H -0.7015 1.4784 2.8856  0.321
7 H -0.3915 2.9534 2.1826  0.363
8 O 2.3345 0.0464 0.0646  -0.634
9 H 3.1805 0.0024 -0.3454  0.323
10 H 2.4675 0.7274 0.7616  0.329
11 O -0.9825 -2.1686 0.8396  -0.732
12 H -1.9135 -2.3856 0.7976  0.334
13 H -0.3985 -2.9986 0.7036  0.354
14 O -0.3565 0.1514 -3.2824  -0.631
15 H -1.2055 -0.1426 -3.0704  0.320
16 H 0.1355 -0.6416 -3.0984  0.319

gap between HOMO and LUMO = 11.68 eV
net charge = +1

---

We obtain calculated total energy values of -7419.0463, -10408.2637 eV for the records listed above, in that order.
We obtain HOMO values of -0.347, -0.557 hartree for the records listed above, in that order.
We obtain lowest unoccupied orbital energy values of 1.152, -3.486 eV for the records listed above, in that order.